C3H7NO5 | ωB97M-V/def2-TZVPD

ORCA input file:
```
! RIJCOSX wB97M-V def2-TZVPD def2/J DEFGRID3
* xyz 0 1
N 2.44 -0.31 0.56
C 1.09 0.03 0.87
O 0.35 -0.91 1.57
C 0.60 1.17 0.40
O -0.68 1.60 0.63
O 1.35 2.04 -0.35
H 2.47 -1.19 0.05
H 2.97 -0.45 1.41
H -0.59 -0.66 1.51
H -0.77 2.45 0.19
H 2.22 1.64 -0.44
O -2.31 -0.80 0.03
C -2.60 -0.86 -1.13
O -1.91 -1.48 -2.06
H -3.51 -0.41 -1.56
H -1.11 -1.88 -1.68
*
```

Summary:
Structure (SMILES): NC(O)=C(O)O.O=CO
Orbital gap, eV: 8.11
ΔE to the lowest compared entry with this formula, charge and spin, eV: 1.312

Here are the Mulliken charges for atoms 1 to 5, given in e: atom 1 (N): -0.604, atom 2 (C): 0.461, atom 3 (O): -0.577, atom 4 (C): 0.301, atom 5 (O): -0.480

C3H10O | ωB97M-V/def2-TZVPD

ORCA input file:
```
! RIJCOSX wB97M-V def2-TZVPD def2/J DEFGRID3
* xyz 0 1
C 0.78 -1.83 3.81
C 0.50 -2.01 5.32
H -0.01 -2.18 3.16
H 1.71 -2.30 3.51
H 1.12 -0.79 3.68
H 1.40 -2.47 5.75
H 0.36 -1.05 5.81
H -0.27 -2.76 5.45
C -1.00 2.96 -6.00
O -0.33 1.70 -6.29
H -1.88 2.97 -6.65
H -1.15 3.12 -4.94
H -0.34 3.65 -6.53
H -0.90 0.99 -6.08
*
```

Summary:
Structure (SMILES): CC.CO
Orbital gap, eV: 11.58
ΔE to the lowest compared entry with this formula, charge and spin, eV: 1.064

Here are the Mulliken charges for atoms 1 to 5, given in e: atom 1 (C): -0.796, atom 2 (C): -0.744, atom 3 (H): 0.263, atom 4 (H): 0.267, atom 5 (H): 0.256

Number 1: LUMO energy 0.57 eV. Number 2: LUMO energy 1.08 eV.